Model one:
This record from the OMol25 dataset describes an isolated molecule of C4H12N2S. The level of theory is wB97M-V/def2-TZVPD.

molecular weight: 120.2 g/mol
charge: 0
structure (SMILES): CN[C@H](CN)CS

Each line ends with the Löwdin charge.
Cartesian coordinates (Å):
C 1.79 1.23 -0.74  -0.127
N 1.06 0.07 -1.24  -0.095
C 0.06 -0.49 -0.35  -0.434
C -1.16 0.46 -0.17  -0.243
N -2.32 -0.19 0.45  -0.032
C 0.74 -1.02 0.89  -0.523
S -0.26 -1.95 2.10  0.695
H 1.14 2.09 -0.53  0.073
H 2.36 1.00 0.15  0.070
H 2.52 1.54 -1.48  0.076
H 0.74 0.29 -2.16  0.099
H -0.34 -1.38 -0.87  0.139
H -1.38 0.83 -1.17  0.105
H -0.86 1.27 0.51  0.115
H -2.45 -1.12 0.09  0.058
H -3.15 0.38 0.31  0.070
H 1.47 -1.75 0.58  0.065
H 1.27 -0.24 1.43  0.057
H -1.23 -1.05 2.22  -0.167



Model two:
This record from the OMol25 dataset describes an isolated molecule of C4H12N2S. The level of theory is wB97M-V/def2-TZVPD.

molecular weight: 120.2 g/mol
charge: 0
structure (SMILES): CN[C@H](CN)CS

Each line ends with the Löwdin charge.
Cartesian coordinates (Å):
C 2.19 -0.87 -1.50  -0.142
N 0.76 -0.77 -1.79  -0.096
C -0.06 -0.40 -0.64  -0.384
C -1.17 0.77 -1.18  -0.218
N -2.06 1.37 -0.18  -0.068
C 0.66 0.06 0.66  -0.545
S -0.15 -0.20 2.31  0.663
H 2.60 -0.21 -0.74  0.063
H 2.50 -1.78 -1.07  0.061
H 2.64 -0.58 -2.42  0.075
H 0.72 -0.12 -2.65  0.129
H -0.68 -1.26 -0.26  0.120
H -1.82 0.22 -1.88  0.091
H -0.54 1.60 -1.80  0.149
H -2.73 0.88 0.48  0.085
H -1.84 2.29 0.25  0.079
H 1.56 -0.47 0.67  0.005
H 0.80 1.17 0.59  0.079
H -1.38 0.00 1.65  -0.146



Model three:
This record from the OMol25 dataset describes a cluster of 2 separate species, C4H12N2S in total. The level of theory is wB97M-V/def2-TZVPD.

molecular weight: 120.2 g/mol
charge: 0

Each line ends with the Löwdin charge.
Cartesian coordinates (Å):
C 0.19 0.85 0.53  -0.307
N -0.84 0.15 -0.28  -0.079
C -1.97 -0.24 0.55  -0.342
N -3.01 -0.94 -0.19  0.001
C 1.47 1.06 -0.28  -0.282
C 2.07 -0.22 -0.89  -0.646
S 1.93 -1.72 0.11  0.618
H 0.41 0.23 1.40  0.050
H -0.22 1.81 0.83  0.116
H -0.35 -0.69 -0.60  0.042
H -1.68 -0.91 1.38  0.118
H -2.42 0.67 0.96  0.115
H -3.25 -0.41 -1.02  0.062
H -2.70 -1.84 -0.50  0.055
H 2.20 1.51 0.41  0.102
H 1.26 1.78 -1.08  0.115
H 3.13 -0.06 -1.15  0.065
H 1.54 -0.42 -1.84  0.069
H 2.25 -0.62 1.64  0.130



Most stable to least stable, the ends of the list are model one and model two.



Model one:
This record from the OMol25 dataset describes an isolated molecule of C4H12N2S. The level of theory is wB97M-V/def2-TZVPD.

molecular weight: 120.2 g/mol
charge: 0
structure (SMILES): CN[C@H](CN)CS

Each line ends with the Löwdin charge.
Cartesian coordinates (Å):
C -0.22 -0.77 2.59  -0.150
N 0.79 -0.87 1.57  -0.108
C 0.58 0.04 0.46  -0.404
C -0.03 1.38 0.84  -0.306
N 0.12 2.27 -0.26  -0.002
C -0.33 -0.81 -0.52  -0.490
S -0.41 -0.61 -2.38  0.653
H -0.32 0.17 3.18  0.087
H -1.12 -0.79 2.09  0.042
H -0.02 -1.56 3.29  0.083
H 1.72 -1.06 1.97  0.126
H 1.51 0.21 -0.07  0.132
H 0.63 1.71 1.64  0.110
H -1.06 1.26 1.21  0.116
H -0.42 3.10 -0.38  0.057
H 0.43 1.74 -1.14  0.074
H -0.24 -1.88 -0.26  0.083
H -1.34 -0.43 -0.29  0.047
H 0.46 -1.63 -2.58  -0.151



Model two:
This record from the OMol25 dataset describes a structure of composition C4H12N2S. The level of theory is wB97M-V/def2-TZVPD.

molecular weight: 120.2 g/mol
charge: 0

Each line ends with the Löwdin charge.
Cartesian coordinates (Å):
C -1.48 -1.24 1.25  -0.179
C 2.04 1.40 0.12  -0.105
C 0.55 -0.37 -0.48  -0.131
C -1.34 -0.92 -0.21  -0.651
N -0.22 1.82 -0.55  0.023
N 0.66 0.93 0.10  -0.342
S -1.65 -2.27 -1.32  0.705
H -0.86 -2.09 1.52  0.065
H -1.15 -0.38 1.83  0.069
H -2.51 -1.47 1.51  0.072
H 2.07 2.37 0.62  0.077
H 2.65 0.70 0.69  0.079
H 2.47 1.51 -0.89  0.083
H 0.65 -0.42 -1.56  0.078
H 1.13 -1.10 0.05  0.091
H -1.89 -0.05 -0.54  0.050
H 0.11 2.08 -1.48  0.083
H -0.30 2.66 0.01  0.082
H -0.92 -3.17 -0.67  -0.147



Most stable to least stable, the ends of the list are model one and model two.